(1)
{
  "formula": "C43H38F6N2O4P2ReS2",
  "method": "ωB97M-V/def2-TZVPD",
  "elements": ["Re", "F", "C", "F", "F", "S", "O", "O", "N", "S", "O", "O", "C", "F", "F", "F", "N", "P", "C", "C", "C", "C", "C", "C", "C", "C", "C", "C", "C", "C", "P", "C", "C", "C", "C", "C", "C", "C", "C", "C", "C", "C", "C", "H", "H", "H", "H", "H", "H", "H", "H", "H", "H", "H", "H", "H", "H", "H", "H", "H", "H", "H", "H", "H", "C", "C", "C", "C", "C", "C", "C", "C", "C", "C", "H", "H", "H", "H", "H", "H", "H", "H", "H", "H", "H", "H", "C", "C", "C", "C", "C", "C", "C", "H", "H", "H", "H", "H"],
  "coordinates": [[0.0416, 0.6498, 1.0434], [-2.2464, 2.2592, 1.8276], [-3.0123, 2.6576, 0.7870], [-4.2667, 2.7065, 1.1867], [-2.6073, 3.8637, 0.4145], [-2.7955, 1.4534, -0.6074], [-1.3355, 1.2331, -0.6119], [-3.3272, 2.0760, -1.7602], [-3.5975, 0.1970, -0.1681], [-3.0099, -0.9819, 0.6880], [-3.0963, -2.2507, 0.0656], [-1.7180, -0.6298, 1.3171], [-4.1341, -0.9894, 2.1571], [-3.7968, -2.0042, 2.9421], [-3.9931, 0.1481, 2.8290], [-5.3889, -1.1216, 1.7672], [1.8256, -1.8198, -0.5111], [1.7724, -0.1593, -0.3530], [3.4690, 0.2410, 0.1325], [4.0601, -0.4440, 1.1908], [5.3600, -0.1579, 1.5722], [6.0764, 0.8241, 0.8989], [5.4930, 1.5078, -0.1558], [4.1924, 1.2169, -0.5447], [1.6034, 0.4689, -2.0373], [1.1060, 1.7431, -2.2967], [1.0527, 2.2157, -3.5990], [1.4943, 1.4183, -4.6446], [1.9962, 0.1491, -4.3899], [2.0543, -0.3257, -3.0916], [0.3482, -2.7945, -0.3840], [1.1601, -4.4063, -0.1616], [2.3751, -4.7506, -0.7570], [2.9315, -5.9999, -0.5371], [2.2736, -6.9223, 0.2667], [1.0626, -6.5927, 0.8541], [0.5120, -5.3355, 0.6475], [-0.1804, -2.8072, -2.1298], [-0.9418, -1.7178, -2.5508], [-1.3828, -1.6203, -3.8591], [-1.0889, -2.6346, -4.7591], [-0.3578, -3.7386, -4.3453], [0.0966, -3.8264, -3.0367], [2.6083, -2.2430, -0.0252], [3.5058, -1.2032, 1.7295], [5.8138, -0.6986, 2.3916], [7.0927, 1.0481, 1.1929], [6.0513, 2.2663, -0.6869], [3.7496, 1.7493, -1.3753], [0.7528, 2.3726, -1.4916], [0.6587, 3.2034, -3.7958], [1.4445, 1.7850, -5.6609], [2.3335, -0.4761, -5.2051], [2.4248, -1.3223, -2.8926], [2.8797, -4.0478, -1.4095], [3.8729, -6.2598, -1.0021], [2.7074, -7.8990, 0.4327], [0.5484, -7.3103, 1.4785], [-0.4295, -5.0741, 1.1161], [-1.1914, -0.9293, -1.8513], [-1.9662, -0.7639, -4.1709], [-1.4430, -2.5723, -5.7795], [-0.1437, -4.5384, -5.0415], [0.6613, -4.6953, -2.7272], [2.1138, -1.2169, 4.3958], [1.3227, 0.0083, 3.9216], [2.2209, 1.2365, 3.9786], [0.6639, -0.2560, 2.6018], [0.0363, 0.2160, 4.7516], [-0.4354, -0.7380, 5.6475], [-1.6239, -0.5346, 6.3352], [-2.3663, 0.6165, 6.1284], [-1.9140, 1.5686, 5.2259], [-0.7269, 1.3666, 4.5426], [3.0727, -1.2677, 3.8813], [1.5833, -2.1528, 4.2189], [2.3263, -1.1375, 5.4622], [3.0616, 1.1175, 3.2937], [2.6187, 1.3495, 4.9878], [1.6964, 2.1538, 3.7242], [0.1664, -1.2367, 2.6541], [0.1163, -1.6498, 5.8244], [-1.9678, -1.2828, 7.0358], [-3.2912, 0.7723, 6.6659], [-2.4851, 2.4710, 5.0543], [-0.3918, 2.1184, 3.8385], [0.9772, 2.1009, 1.1398], [1.6217, 3.3817, 1.0845], [0.8995, 4.4620, 0.5618], [1.4963, 5.7050, 0.4588], [2.8136, 5.8746, 0.8659], [3.5358, 4.8051, 1.3793], [2.9464, 3.5587, 1.4954], [-0.1237, 4.3167, 0.2430], [0.9377, 6.5406, 0.0610], [3.2802, 6.8463, 0.7816], [4.5610, 4.9444, 1.6935], [3.5076, 2.7234, 1.8931]],
  "e_lumo_ev": -3.58,
  "orbital_gap_ev": 7.42,
  "homo_ha": -0.4044,
  "molar_mass_g_mol": 1073.06,
  "total_charge": 1,
  "e_tot_ev": -115054.769,
  "de_lowest_ev": 1.434
}

(2)
{
  "formula": "C43H38N2NaO2P2",
  "method": "ωB97M-V/def2-TZVPD",
  "elements": ["Na", "C", "C", "C", "C", "C", "C", "C", "C", "P", "C", "C", "C", "C", "C", "C", "C", "C", "C", "C", "C", "C", "C", "O", "C", "C", "C", "C", "C", "C", "P", "C", "C", "C", "C", "C", "C", "C", "C", "C", "C", "C", "C", "H", "H", "H", "H", "H", "H", "H", "H", "H", "H", "H", "H", "H", "H", "H", "H", "H", "H", "H", "H", "H", "H", "H", "H", "H", "H", "H", "H", "H", "H", "H", "H", "C", "N", "C", "C", "N", "H", "H", "H", "H", "H", "H", "O", "C"],
  "coordinates": [[-0.1010, -0.1228, -0.1828], [-4.0983, 4.4053, -4.6817], [-4.0661, 2.9376, -4.2227], [-5.2190, 2.1627, -4.8838], [-2.7476, 2.3078, -4.6331], [-2.3417, 2.3530, -5.9655], [-1.1649, 1.7705, -6.3898], [-0.3662, 1.1057, -5.4736], [-0.7351, 1.0265, -4.1371], [0.2676, 0.0761, -2.9424], [1.8818, -0.0515, -3.7739], [2.8069, 0.9607, -3.5194], [4.0493, 0.9476, -4.1337], [4.3854, -0.0890, -4.9938], [3.4758, -1.1069, -5.2416], [2.2261, -1.0879, -4.6379], [-0.4384, -1.6094, -3.1032], [-1.5948, -1.8926, -3.8246], [-2.1157, -3.1807, -3.8385], [-1.4841, -4.1987, -3.1404], [-0.3283, -3.9266, -2.4190], [0.1830, -2.6393, -2.3939], [-1.9257, 1.6436, -3.7332], [-2.2430, 1.5218, -2.3976], [-3.3202, 2.2133, -1.8917], [-3.4677, 2.2090, -0.5012], [-4.5577, 2.8666, 0.0612], [-5.4889, 3.5030, -0.7366], [-5.3088, 3.5047, -2.1078], [-4.2240, 2.8798, -2.7140], [-2.2481, 1.4184, 0.5997], [-3.2424, 0.2023, 1.5352], [-2.6890, -0.3537, 2.6895], [-3.3806, -1.3102, 3.4155], [-4.6287, -1.7417, 2.9839], [-5.1736, -1.2187, 1.8208], [-4.4862, -0.2492, 1.1008], [-1.9509, 2.7702, 1.7933], [-1.0399, 3.7472, 1.3827], [-0.7584, 4.8330, 2.1923], [-1.3717, 4.9487, 3.4354], [-2.2698, 3.9808, 3.8523], [-2.5639, 2.8957, 3.0329], [-3.9984, 4.4783, -5.7638], [-3.2875, 4.9722, -4.2231], [-5.0420, 4.8783, -4.4130], [-5.1305, 2.1947, -5.9704], [-6.1810, 2.5980, -4.6101], [-5.2146, 1.1177, -4.5701], [-2.9701, 2.8559, -6.6890], [-0.8715, 1.8261, -7.4290], [0.5552, 0.6442, -5.8032], [2.5524, 1.7665, -2.8396], [4.7582, 1.7405, -3.9354], [5.3578, -0.1050, -5.4680], [3.7362, -1.9168, -5.9103], [1.5188, -1.8817, -4.8432], [-2.0902, -1.1107, -4.3862], [-3.0126, -3.3885, -4.4076], [-1.8855, -5.2036, -3.1648], [0.1772, -4.7178, -1.8798], [1.0876, -2.4406, -1.8273], [-4.6682, 2.8798, 1.1384], [-6.3401, 4.0036, -0.2960], [-6.0346, 4.0123, -2.7300], [-1.7137, -0.0293, 3.0362], [-2.9487, -1.7098, 4.3243], [-5.1783, -2.4781, 3.5563], [-6.1442, -1.5531, 1.4778], [-4.9317, 0.1621, 0.2039], [-0.5553, 3.6610, 0.4150], [-0.0577, 5.5880, 1.8605], [-1.1464, 5.7921, 4.0744], [-2.7516, 4.0659, 4.8175], [-3.2733, 2.1509, 3.3715], [-1.1372, -5.1005, 2.4610], [-1.6748, -4.1817, 1.4642], [-3.0203, -4.4127, 0.9455], [-1.0430, -3.0783, 1.1571], [-0.4961, -2.0986, 0.8732], [-1.7381, -5.0706, 3.3717], [-0.1142, -4.8218, 2.6983], [-1.1444, -6.1145, 2.0613], [-3.7461, -4.3927, 1.7599], [-3.0579, -5.3823, 0.4480], [-3.2694, -3.6331, 0.2310], [1.3423, 1.5206, 2.7897], [1.4404, 1.5012, 1.6724]],
  "e_lumo_ev": -1.77,
  "orbital_gap_ev": 8.80,
  "homo_ha": -0.3884,
  "molar_mass_g_mol": 699.73,
  "total_charge": 1,
  "e_tot_ev": -75273.789,
  "de_lowest_ev": 0.276
}